# 1
C36H43N10PS3Ti | ωB97M-V/def2-TZVPD

Geometry (Å):
Ti  0.0950  0.1639  -0.4447
N  2.0218  -2.5173  2.6547
C  1.5024  -1.3045  2.2277
S  2.6092  -0.0045  1.9810
N  0.2041  -1.2924  2.0825
N  -0.1964  -0.0927  1.4999
C  -0.6425  0.8438  2.2773
C  -0.8803  0.6599  3.7253
C  -1.7842  -0.3016  4.1710
C  -2.0091  -0.4700  5.5268
C  -1.3275  0.3107  6.4525
C  -0.4148  1.2588  6.0150
C  -0.1928  1.4324  4.6559
C  -0.7536  2.1467  1.6305
C  -1.2912  3.2767  2.2479
C  -1.2651  4.4839  1.5836
C  -0.7118  4.5500  0.3109
C  -0.2323  3.3859  -0.2557
N  -0.2449  2.2123  0.3810
H  2.8904  -2.4335  3.1549
H  1.3372  -3.1388  3.0592
H  -2.2967  -0.9180  3.4442
H  -2.7144  -1.2189  5.8645
H  -1.5025  0.1740  7.5124
H  0.1351  1.8586  6.7292
H  0.5432  2.1485  4.3109
H  -1.7227  3.1877  3.2344
H  -1.6803  5.3677  2.0514
H  -0.6736  5.4731  -0.2494
H  0.1534  3.3499  -1.2669
S  -2.2781  -0.3190  -0.7402
C  -2.8028  0.5675  -2.1546
C  -4.1677  0.6119  -2.4445
C  -4.6597  1.2916  -3.5499
C  -6.0742  1.3130  -3.7984
N  -7.2072  1.3208  -3.9971
C  -3.7658  1.9528  -4.4042
C  -2.4065  1.9130  -4.1274
C  -1.9014  1.2348  -3.0181
S  -0.1741  1.1948  -2.7569
C  -4.2386  2.6706  -5.5546
N  -4.5998  3.2548  -6.4775
H  -4.8591  0.1023  -1.7866
H  -1.7203  2.4235  -4.7902
N  1.0470  -1.2948  -1.0197
P  2.0050  -1.5674  -2.2164
N  1.1851  -2.0994  -3.5526
C  1.8387  -2.4534  -4.8147
C  0.9928  -3.4543  -5.5903
C  -0.3666  -2.8498  -5.9742
C  -0.8240  -1.8367  -4.9152
C  -0.2821  -2.2139  -3.5478
N  3.1571  -2.7679  -2.0141
C  2.6907  -4.1579  -1.9978
C  3.8508  -5.0979  -2.2974
C  4.9770  -4.8976  -1.2881
C  5.3766  -3.4266  -1.2245
C  4.1582  -2.5536  -0.9658
N  2.9744  -0.2383  -2.5132
C  2.9373  0.9909  -1.7349
C  4.3346  1.4348  -1.3143
C  5.2457  1.5818  -2.5267
C  5.2556  0.2773  -3.3137
C  3.8381  -0.1507  -3.6820
H  2.8236  -2.8764  -4.6027
H  1.9945  -1.5639  -5.4403
H  0.8469  -4.3436  -4.9708
H  1.5447  -3.7785  -6.4755
H  -1.1034  -3.6517  -6.0663
H  -0.3057  -2.3726  -6.9556
H  -1.9132  -1.7743  -4.8768
H  -0.4610  -0.8318  -5.1460
H  -0.5757  -3.2416  -3.2916
H  -0.6828  -1.5693  -2.7746
H  1.8895  -4.2787  -2.7238
H  2.2683  -4.3938  -1.0094
H  4.2195  -4.8853  -3.3071
H  3.4998  -6.1332  -2.2891
H  5.8357  -5.5297  -1.5283
H  4.6229  -5.2064  -0.2978
H  5.8334  -3.1248  -2.1738
H  6.1175  -3.2614  -0.4382
H  4.4238  -1.4987  -0.9374
H  3.7199  -2.7860  0.0151
H  2.3875  0.8236  -0.8062
H  2.4577  1.7871  -2.3201
H  4.7436  0.6931  -0.6216
H  4.2522  2.3716  -0.7576
H  6.2578  1.8661  -2.2287
H  4.8654  2.3855  -3.1691
H  5.7095  -0.5140  -2.7072
H  5.8534  0.3714  -4.2248
H  3.8820  -1.1210  -4.1721
H  3.4080  0.5633  -4.4010

Calculated values
- Spin multiplicity: 2
- Charge: -1
- Energy above the lowest of the compared OMol25 structures with the same formula, charge and spin: 0.0 kcal per mole
- Orbital gap (alpha / beta): 0.223 / 0.234 hartree
- E_tot: -117847.934 eV
- Strongest force on any atom: 2.0 eV/A


# 2
C26H46O2OsP2 | ωB97M-V/def2-TZVPD

Geometry (Å):
Os  -0.7387  -0.9200  0.7832
C  -3.1883  0.2713  1.3255
C  -2.9679  -0.8838  0.4703
C  -1.9523  -1.2758  2.5272
C  -2.5281  0.0603  2.5444
C  -2.3644  -1.9315  1.2826
C  -4.0436  1.4316  0.9895
H  -4.5441  1.2963  0.0208
H  -3.4817  2.3777  0.9398
H  -4.8083  1.5497  1.7724
C  -2.5268  0.9959  3.6982
H  -3.5383  1.3790  3.9142
H  -1.9110  1.8753  3.4437
H  -2.0950  0.5196  4.5869
C  -1.5792  -2.0548  3.7449
H  -2.3904  -2.7561  3.9940
H  -1.4159  -1.3984  4.6068
H  -0.6742  -2.6357  3.5385
C  -2.4659  -3.4053  1.1209
H  -2.9204  -3.8531  2.0168
H  -1.4420  -3.7855  1.0266
H  -3.0222  -3.6908  0.2200
C  -3.7484  -1.1523  -0.7815
H  -4.8216  -1.1695  -0.5432
H  -3.4559  -2.1108  -1.2303
H  -3.5775  -0.3610  -1.5133
C  -0.6695  1.9608  -0.0981
C  -1.4114  2.2196  -1.1771
C  -1.8894  1.2945  -2.2908
C  -1.1377  -0.0127  -2.5925
C  -0.5988  -0.8917  -1.4582
C  0.6234  -0.6277  -0.7900
C  1.2666  0.7405  -0.7689
C  0.7257  1.6869  0.2910
H  -1.8769  1.9037  -3.2212
H  -0.3647  0.1739  -3.3631
H  -2.9532  1.0066  -2.1367
H  1.3785  2.6046  0.3606
H  -1.2403  2.5573  1.1985
H  -1.8564  3.2190  -1.2231
H  0.7307  1.1837  1.2970
H  2.3297  0.6152  -0.4559
H  1.3488  -1.4651  -0.7441
H  1.2020  1.2130  -1.7610
H  -1.8883  -0.6560  -3.0783
H  -0.8505  -1.9545  -1.6587
P  3.3959  0.1997  -2.2009
P  3.1833  -2.2699  -0.3010
C  4.6728  -1.0987  -2.4222
C  4.8118  -1.9381  -1.1438
H  5.6055  -0.5583  -2.6387
H  4.4127  -1.7284  -3.2875
H  5.2370  -2.9273  -1.3764
H  5.4749  -1.4595  -0.4073
C  3.7214  -3.3605  1.0554
H  2.8558  -3.9337  1.4285
H  4.1404  -2.7363  1.8592
H  4.4945  -4.0423  0.6778
C  2.5837  -3.5315  -1.4966
H  3.4479  -4.0932  -1.8783
H  2.0518  -3.0557  -2.3338
H  1.9106  -4.2213  -0.9658
C  4.4250  1.4890  -1.3933
H  3.8158  2.3638  -1.1161
H  5.1703  1.7960  -2.1401
H  4.9328  1.0826  -0.5060
C  3.0710  0.9634  -3.8117
H  3.0592  0.1838  -4.5851
H  3.8806  1.6792  -4.0062
H  2.1092  1.4958  -3.7965
C  -1.8486  5.4176  2.7216
C  -1.9169  4.3632  1.6689
O  -2.4707  4.5285  0.5774
O  -1.3177  3.2148  2.0582
H  -1.8873  6.3883  2.2435
H  -0.9576  5.3280  3.3382
H  -2.7314  5.3172  3.3503

Calculated values
- Spin multiplicity: 5
- Charge: +2
- Energy above the lowest of the compared OMol25 structures with the same formula, charge and spin: 73.7 kcal per mole
- Orbital gap (alpha / beta): 0.224 / 0.191 hartree
- E_tot: -52825.028 eV
- Strongest force on any atom: 3.5 eV/A


Question: What is the E_tot in the first record?
Answer: -117847.934 eV


Question: Which of these has the lowest charge?
Answer: C36H43N10PS3Ti


Question: What is the formula in the second record?
Answer: C26H46O2OsP2


Question: Which of these has the highest energy above the lowest of the compared OMol25 structures with the same formula, charge and spin?
Answer: C26H46O2OsP2